*P*
Entry from the Open Molecules 2025 dataset: one molecule with the formula C11H13NO2 (ωB97M-V with the def2-TZVPD basis set).

XYZ file:
```
27
C11H13NO2 ωB97M-V with the def2-TZVPD basis set
C -1.961 -0.966 0.412
C -0.906 -0.222 -0.316
C -0.074 0.544 0.637
C -0.174 1.889 0.796
C 0.670 2.563 1.680
C 1.448 1.865 2.571
C 1.549 0.427 2.365
C 0.858 -0.201 1.318
C -1.074 0.310 -1.715
C -0.152 -0.782 -1.532
C 1.385 -0.739 -1.775
N -0.624 -2.114 -2.000
O -1.765 -2.221 -2.308
O 0.239 -2.973 -2.074
H -2.530 -1.700 -0.245
H -2.760 -0.335 0.666
H -1.774 -1.538 1.279
H -0.877 2.495 0.276
H 0.533 3.654 1.788
H 2.170 2.288 3.354
H 2.290 -0.114 2.921
H 0.952 -1.301 1.260
H -2.049 0.160 -2.243
H -0.637 1.212 -1.715
H 1.872 -1.203 -0.900
H 1.724 0.216 -1.813
H 1.667 -1.215 -2.686
```

## Properties
Molar mass: 191.23 g/mol
HOMO level: -0.3472 Eh
SMILES: C[C@]1(c2ccccc2)C[C@]1(C)[N+](=O)[O-]
Net charge: 0
Lowest unoccupied orbital energy: 0.6437 eV

Here are the natural (NBO) charges for atoms 1 to 5, given in e:
1. C -0.627
2. C -0.036
3. C -0.028
4. C -0.227
5. C -0.191

*Q*
Entry from the Open Molecules 2025 dataset: one molecule with the formula C11H13NO2 (ωB97M-V with the def2-TZVPD basis set).

XYZ file:
```
27
C11H13NO2 ωB97M-V with the def2-TZVPD basis set
C -0.397 -2.637 0.954
N -0.453 -1.933 -0.293
C 0.779 -1.412 -0.769
C 1.432 -0.080 -0.159
C 2.806 0.157 -0.025
O 3.370 1.196 0.255
O 3.372 -1.040 -0.141
C 0.305 0.727 0.120
C 0.519 2.213 0.290
C -0.502 3.079 0.213
C -1.785 2.721 -0.306
C -2.082 1.440 -0.314
C -1.185 0.388 0.184
C -1.603 -1.052 -0.401
H 0.562 -3.214 0.936
H -0.325 -1.950 1.830
H -1.132 -3.480 0.938
H 0.483 -1.069 -1.873
H 1.485 -2.295 -0.842
H 4.307 -0.836 -0.006
H 1.510 2.462 0.740
H -0.532 4.169 0.301
H -2.474 3.519 -0.521
H -2.891 1.072 -0.841
H -1.355 0.376 1.261
H -1.842 -0.873 -1.509
H -2.372 -1.649 -0.024
```

## Properties
Molar mass: 191.23 g/mol
HOMO level: -0.2956 Eh
SMILES: CN1CC(C(=O)O)=C2C=CC=C[C@H]2C1
Net charge: 0
Lowest unoccupied orbital energy: -0.3152 eV

Here are the natural (NBO) charges for atoms 1 to 5, given in e:
1. C -0.427
2. N -0.458
3. C -0.215
4. C -0.205
5. C 0.730

*R*
Entry from the Open Molecules 2025 dataset: one molecule with the formula C11H13NO2 (ωB97M-V with the def2-TZVPD basis set).

XYZ file:
```
27
C11H13NO2 ωB97M-V with the def2-TZVPD basis set
C -1.935 0.658 1.173
C -0.814 1.228 1.558
C -0.846 2.512 2.046
C 0.298 3.108 2.433
C 1.564 2.471 2.341
C 1.673 1.243 1.872
C 0.482 0.512 1.511
N 0.660 -0.639 0.934
C -0.152 -1.630 0.631
C -0.184 -2.328 -0.534
O -0.773 -3.589 -0.559
C 0.580 -1.907 -1.743
O -0.361 -1.218 -2.589
C 0.058 -0.711 -3.799
H -2.746 1.364 1.169
H -2.061 -0.224 0.600
H -1.852 2.988 2.079
H 0.169 4.100 2.937
H 2.586 3.007 2.674
H 2.629 0.841 1.564
H -0.841 -2.117 1.294
H -1.159 -3.906 -1.372
H 1.110 -2.862 -2.234
H 1.433 -1.266 -1.552
H -0.447 0.281 -3.992
H -0.211 -1.376 -4.651
H 1.141 -0.542 -3.792
```

## Properties
Molar mass: 191.23 g/mol
HOMO level (alpha / beta): -0.2709 / -0.2708 Eh
SMILES: C=C1C=CC=C/C1=N/C=C(/O)COC
Net charge: 0
Lowest unoccupied orbital energy (alpha / beta): -0.7349 / -0.7371 eV

Here are the natural (NBO) charges for atoms 1 to 5, given in e:
1. C -0.272
2. C -0.155
3. C -0.160
4. C -0.234
5. C -0.185

*Q* (104.7 kJ/mol below the next structure)

*P*
Entry from the Open Molecules 2025 dataset: a 2-piece molecular cluster, C3H6O2 overall (ωB97M-V with the def2-TZVPD basis set).

XYZ file:
```
11
C3H6O2 ωB97M-V with the def2-TZVPD basis set
C 0.508 -0.842 1.107
C -0.410 -0.502 0.223
C -1.197 -0.535 -0.976
O -1.316 0.492 0.059
H 1.143 -1.706 0.956
H 0.634 -0.244 2.003
H -2.053 -1.203 -1.038
H -0.791 -0.180 -1.922
O 1.437 1.855 -0.221
H 0.552 1.965 0.150
H 1.494 0.900 -0.341
```

## Properties
Molar mass: 74.08 g/mol
HOMO level: -0.3598 Eh
SMILES: C=C1CO1.O
Net charge: 0
Lowest unoccupied orbital energy: 0.8665 eV

Here are the natural (NBO) charges for atoms 1 to 5, given in e:
1. C -0.526
2. C 0.273
3. C -0.131
4. O -0.473
5. H 0.227

*Q*
Entry from the Open Molecules 2025 dataset: one molecule with the formula C3H6O2 (ωB97M-V with the def2-TZVPD basis set).

XYZ file:
```
11
C3H6O2 ωB97M-V with the def2-TZVPD basis set
C -0.271 0.626 1.349
O -0.089 1.181 0.070
C 0.305 0.313 -0.966
C 0.001 -1.173 -0.853
O -0.011 -1.877 -1.835
H -1.120 -0.070 1.358
H 0.629 0.113 1.721
H -0.503 1.456 2.020
H 1.394 0.384 -1.130
H -0.179 0.663 -1.883
H -0.153 -1.615 0.149
```

## Properties
Molar mass: 74.08 g/mol
HOMO level: -0.3604 Eh
SMILES: COCC=O
Net charge: 0
Lowest unoccupied orbital energy: 0.8390 eV

Here are the natural (NBO) charges for atoms 1 to 5, given in e:
1. C -0.254
2. O -0.527
3. C -0.177
4. C 0.402
5. O -0.510

*Q* (87.9 kJ/mol below the next structure)

*P*
Entry from the Open Molecules 2025 dataset: one molecule with the formula C3H6O2 (ωB97M-V with the def2-TZVPD basis set).

XYZ file:
```
11
C3H6O2 ωB97M-V with the def2-TZVPD basis set
C 0.210 -1.176 -1.007
C -0.831 -0.176 -0.638
O -0.070 0.959 -0.406
C 0.556 0.798 0.782
O 0.204 -0.162 1.464
H -0.389 -1.956 -1.675
H 0.915 -0.773 -1.700
H 0.798 -1.674 -0.081
H -1.729 -0.003 -1.369
H -1.342 -0.328 0.571
H 1.060 1.680 0.976
```

## Properties
Molar mass: 74.08 g/mol
HOMO level: -0.3786 Eh
SMILES: CCOC=O
Net charge: 0
Lowest unoccupied orbital energy: 1.0077 eV

Here are the natural (NBO) charges for atoms 1 to 5, given in e:
1. C -0.665
2. C -0.124
3. O -0.495
4. C 0.613
5. O -0.587

*Q*
Entry from the Open Molecules 2025 dataset: one molecule with the formula C3H6O2 (ωB97M-V with the def2-TZVPD basis set).

XYZ file:
```
11
C3H6O2 ωB97M-V with the def2-TZVPD basis set
O -1.625 1.299 1.173
C -0.835 0.395 1.076
C -0.602 -0.501 -0.090
C 0.865 -0.387 -0.531
O 1.199 0.990 -0.341
H -0.188 0.215 1.995
H -1.328 -0.116 -0.854
H -0.846 -1.580 0.134
H 1.589 -0.960 0.175
H 0.963 -0.781 -1.579
H 0.808 1.426 -1.159
```

## Properties
Molar mass: 74.08 g/mol
HOMO level: -0.3578 Eh
SMILES: O=CCCO
Net charge: 0
Lowest unoccupied orbital energy: 0.7898 eV

Here are the natural (NBO) charges for atoms 1 to 5, given in e:
1. O -0.523
2. C 0.458
3. C -0.552
4. C -0.068
5. O -0.711

*R*
Entry from the Open Molecules 2025 dataset: one molecule with the formula C3H6O2 (ωB97M-V with the def2-TZVPD basis set).

XYZ file:
```
11
C3H6O2 ωB97M-V with the def2-TZVPD basis set
O 2.502 0.609 -0.397
C 1.296 0.536 -0.361
C 0.537 -0.734 0.267
C -0.956 -0.391 0.117
O -1.180 0.981 -0.531
H 0.360 1.184 -0.690
H 0.849 -1.624 -0.307
H 0.860 -0.868 1.314
H -1.466 -1.035 -0.602
H -1.496 -0.345 1.063
H -1.306 1.686 0.127
```

## Properties
Molar mass: 74.08 g/mol
HOMO level: -0.3189 Eh
SMILES: O=CCCO
Net charge: 0
Lowest unoccupied orbital energy: 0.6400 eV

Here are the natural (NBO) charges for atoms 1 to 5, given in e:
1. O -0.528
2. C 0.404
3. C -0.585
4. C -0.070
5. O -0.741

*Q* (90.9 kJ/mol below the next structure)

*P*
Entry from the Open Molecules 2025 dataset: C3H6O2 as an isolated structure (ωB97M-V with the def2-TZVPD basis set).

XYZ file:
```
11
C3H6O2 ωB97M-V with the def2-TZVPD basis set
C 0.649 -0.712 -1.114
C -0.301 -0.283 -0.074
O -1.044 -1.115 0.469
C -0.264 1.070 0.602
O -0.146 0.512 1.880
H 0.457 -1.755 -1.359
H 1.665 -0.612 -0.707
H 0.569 -0.058 -1.982
H -1.204 1.642 0.471
H 0.555 1.705 0.216
H -0.938 -0.393 1.598
```

## Properties
Molar mass: 74.08 g/mol
HOMO level: -0.3500 Eh
Net charge: 0
Lowest unoccupied orbital energy: 0.5756 eV

Here are the natural (NBO) charges for atoms 1 to 5, given in e:
1. C -0.717
2. C 0.638
3. O -0.578
4. C -0.169
5. O -0.756

*Q*
Entry from the Open Molecules 2025 dataset: one molecule with the formula C3H6O2 (ωB97M-V with the def2-TZVPD basis set).

XYZ file:
```
11
C3H6O2 ωB97M-V with the def2-TZVPD basis set
C -1.459 0.874 0.626
O -0.419 0.081 -0.006
C 0.751 -1.085 0.065
C 1.438 -0.251 -0.975
O 1.697 0.889 -0.702
H -2.317 0.265 0.911
H -1.185 1.533 1.477
H -1.831 1.578 -0.155
H 0.650 -2.160 -0.277
H 1.208 -1.087 1.050
H 1.468 -0.638 -2.014
```

## Properties
Molar mass: 74.08 g/mol
HOMO level: -0.3557 Eh
SMILES: COCC=O
Net charge: 0
Lowest unoccupied orbital energy: 0.2395 eV

Here are the natural (NBO) charges for atoms 1 to 5, given in e:
1. C -0.215
2. O -0.656
3. C -0.118
4. C 0.400
5. O -0.471

*P* (185.9 kJ/mol below the next structure)